[1]
55
Properties=species:S:1:pos:R:3 method="wB97M-V/def2-TZVPD" de_lowest_kj_mol=261.4 e_homo_ev=-6.956 homo_lumo_gap_ev=6.688 max_force_ha_per_bohr=0.1453
C -0.839 1.151 -4.679
C -0.860 0.613 -3.383
N -0.038 1.113 -2.414
C 0.812 2.143 -2.693
C 0.886 2.686 -3.982
C 0.048 2.188 -4.987
C -1.739 -0.556 -3.017
P -2.029 -0.623 -1.178
Lu -0.016 0.201 -0.455
P 1.910 1.391 -0.226
C 1.614 2.697 -1.536
O -0.573 -3.491 -3.413
O 0.595 -3.528 -0.949
H -1.508 0.738 -5.440
H 1.583 3.505 -4.184
H 0.084 2.605 -5.998
C -3.530 0.407 -0.891
C -2.599 -2.333 -0.837
H 2.535 3.197 -1.885
H 0.991 3.455 -1.022
H -1.208 -1.516 -3.235
H -2.669 -0.556 -3.613
C 2.276 2.351 1.297
C 3.532 0.640 -0.674
H 0.696 -2.529 -0.959
H 0.308 -3.703 -0.034
H -0.216 -3.657 -2.499
H 0.242 -3.367 -3.932
H -0.799 1.496 0.267
H 0.839 -1.102 -1.140
H -4.405 0.022 -1.444
H -3.748 0.415 0.190
H -3.306 1.439 -1.204
H -3.465 -2.614 -1.459
H -1.753 -3.010 -1.027
H -2.866 -2.388 0.232
H 4.348 1.384 -0.700
H 3.768 -0.141 0.068
H 3.425 0.156 -1.658
H 3.149 3.018 1.178
H 1.378 2.933 1.561
H 2.467 1.630 2.110
C 0.084 -0.697 1.679
C 0.010 -0.815 2.874
C 0.021 -0.780 4.313
C -1.038 -0.154 4.986
C -1.015 -0.038 6.379
C 0.070 -0.539 7.103
C 1.133 -1.156 6.434
C 1.113 -1.273 5.039
H -1.877 0.254 4.433
H -1.833 0.449 6.894
H 0.090 -0.441 8.181
H 1.977 -1.532 6.997
H 1.949 -1.735 4.528

=====

[2]
23
Properties=species:S:1:pos:R:3 method="wB97M-V/def2-TZVPD" de_lowest_kj_mol=120.1 total_charge=+1 e_homo_ev=-15.077 homo_lumo_gap_ev=12.281 max_force_ha_per_bohr=0.0595
C -2.703 0.803 0.834
C -1.570 0.937 -0.137
N -0.325 0.073 0.192
C 0.126 0.203 1.580
H -2.384 0.312 1.745
H -3.061 1.746 1.228
H -3.497 0.148 0.482
H -1.741 0.674 -1.183
H -1.146 1.911 -0.269
H 0.326 0.268 -0.560
H -0.718 -0.867 0.099
H 0.880 -0.567 1.770
H -0.667 0.123 2.300
H 0.748 1.048 1.807
H 2.389 -1.303 -2.046
H 2.515 -0.618 -0.768
O 1.828 -0.818 -1.423
H -0.383 -3.003 -2.144
H -1.452 -3.525 -1.231
O -0.620 -3.033 -1.209
H 2.932 3.121 0.445
H 3.366 1.812 0.562
O 2.497 2.256 0.552